Computed, not measured: C18H18F4N2O3 in the gas phase at a distorted geometry, with ωB97M-V/def2-TZVPD.

Summary:
* SMILES: O=C(O[C@@H]1C[C@H]2COC[C@@H](C1)N2)c1cn(CC(F)(F)F)c2ccc(F)cc12
* HOMO-LUMO gap: 8.9169 eV

Last column: natural (NBO) charge in e.
Atoms and positions in Å:
1 O -0.60593 1.39085 -0.99765  -0.6230
2 F -4.84226 0.41364 -3.84403  -0.3189
3 F -3.36262 -5.41550 2.00154  -0.3375
4 F -2.22698 -3.59804 2.57845  -0.3163
5 F -4.22277 -3.46157 1.55570  -0.3113
6 O 3.43937 3.40154 -0.61602  -0.5412
7 O 0.78247 0.12320 0.29663  -0.5016
8 C -0.31254 0.32475 -0.41248  0.7808
9 C -1.20525 -0.79132 -0.60808  -0.2285
10 C -1.06512 -1.99766 0.01499  0.0569
11 C -4.84148 -1.72601 -2.72782  -0.2711
12 C -3.07649 -0.05327 -2.32285  -0.2518
13 C -4.21693 -2.57174 -1.81093  -0.2574
14 C -4.26136 -0.44746 -2.99179  0.3870
15 C -2.44252 -0.90539 -1.38969  -0.0566
16 C -3.02328 -2.16146 -1.17450  0.1972
17 N -2.14758 -2.82249 -0.29361  -0.3773
18 N 3.68505 2.37725 2.04589  -0.6377
19 C -3.05345 -4.11795 1.63988  0.9704
20 C 2.95522 4.15382 0.52560  -0.0738
21 C 4.50899 2.50449 -0.28438  -0.0733
22 C -2.36249 -4.17264 0.27018  -0.2907
23 C 1.36172 2.23098 1.34285  -0.4472
24 C 3.12634 0.53253 0.58625  -0.4164
25 C 1.75163 1.15017 0.31326  0.0769
26 C 2.51872 3.20910 1.70559  -0.0661
27 C 4.15883 1.58769 0.91416  -0.0767
28 H -0.28311 -2.14462 0.76239  0.2400
29 H -5.76084 -2.02154 -3.21351  0.2312
30 H -2.59024 0.88299 -2.54434  0.2535
31 H -4.67380 -3.53452 -1.59832  0.2206
32 H 3.47927 1.75364 2.84371  0.3589
33 H 2.09575 4.75082 0.20291  0.1982
34 H 3.69780 4.85735 0.90810  0.1785
35 H 4.81554 1.84845 -1.12607  0.1959
36 H 5.35960 3.10031 0.05658  0.1777
37 H -1.41740 -4.68612 0.45271  0.2337
38 H -2.89827 -4.81358 -0.41578  0.2385
39 H 0.51685 2.81088 0.97536  0.2319
40 H 1.05507 1.72609 2.25756  0.2027
41 H 3.04964 -0.17484 1.39808  0.2004
42 H 3.49220 0.02433 -0.30263  0.2061
43 H 1.85461 1.57521 -0.70401  0.2225
44 H 2.18088 3.83560 2.51427  0.2094
45 H 5.00713 1.05204 1.21585  0.2055

***

Computed, not measured: a molecular structure, C18H18F6N5O10PtSSbSe at a distorted geometry, with ωB97M-V/def2-TZVPD.

Summary:
* spin multiplicity: 6
* energy relative to the best compared isomer or geometry (same formula, charge and spin): 118.8 kJ/mol
* HOMO-LUMO gap (alpha / beta): 6.3818 / 5.2178 eV
* charge: +1
* ⟨S²⟩: 8.864

Last column: Mulliken spin population.
Atoms and positions in Å:
1 Pt 9.39404 13.29408 7.17397  1.8325
2 O 8.46783 20.25979 4.94963  0.0517
3 N 7.79730 19.40772 5.60332  -0.0205
4 O 6.71989 19.63180 6.15240  0.0012
5 C 8.48492 18.14538 5.83102  0.1594
6 C 9.89216 18.14907 5.73738  -0.0479
7 C 10.67340 17.00215 5.99399  0.1818
8 C 12.03880 16.91832 5.87618  -0.0129
9 C 12.74046 15.82939 6.34613  0.1154
10 C 12.02502 14.70975 6.85380  0.1064
11 N 10.68413 14.80943 6.92038  0.1888
12 C 9.98767 15.97032 6.78699  -0.1347
13 C 8.49921 15.94057 6.68118  0.0948
14 N 7.97511 14.68976 6.94460  0.1261
15 C 6.69852 14.50484 6.82732  0.0169
16 C 5.86915 15.48129 6.24648  -0.0207
17 C 6.30487 16.75328 6.05363  0.0623
18 C 7.71834 17.00466 6.22430  0.0213
19 H 10.30487 19.05351 5.31034  0.0052
20 H 12.59270 17.73006 5.46013  -0.0002
21 H 13.84517 15.75524 6.38882  0.0052
22 H 12.46231 13.73564 7.10023  0.0304
23 H 6.20609 13.63577 7.16807  0.0039
24 H 4.80523 15.29032 6.17501  0.0008
25 H 5.61686 17.52608 5.81779  0.0006
26 F 13.76037 12.16746 8.93324  0.0001
27 Sb 15.16567 13.43450 8.49686  0.0029
28 F 13.85204 14.76717 8.93145  0.0044
29 F 14.45919 13.25111 6.67993  0.0004
30 F 16.25216 14.81851 7.76085  -0.0001
31 F 16.31008 11.96659 8.08638  0.0000
32 F 15.87346 13.45553 10.29105  0.0002
33 O 9.18356 9.85896 6.88419  0.0604
34 Se 7.82624 10.56998 7.98942  0.0052
35 O 8.32938 10.37398 9.55559  0.0051
36 O 7.60153 12.15744 7.50736  0.1722
37 O 6.81639 9.38163 7.43377  0.0222
38 C 11.64729 16.00564 10.55888  0.0069
39 S 9.90893 16.33771 9.84005  -0.0286
40 O 10.25061 16.99072 8.45848  0.3704
41 O 9.47745 17.37620 10.78319  0.0957
42 O 9.25032 15.02885 9.61607  0.0206
43 H 12.05859 17.02558 10.57987  0.0005
44 H 12.27528 15.34418 9.90692  0.0031
45 H 11.42575 15.55694 11.51040  0.0000
46 N 10.50997 11.82369 7.12259  1.1846
47 C 10.42863 10.50316 7.04793  -0.1983
48 N 11.36527 9.58772 7.14534  0.3607
49 C 10.99304 8.22022 6.79997  -0.0071
50 C 12.16394 7.20032 6.98689  0.0047
51 O 13.19969 7.77328 7.66758  0.0093
52 C 13.72138 8.96415 7.05334  0.0111
53 C 12.74241 10.13583 7.14536  0.0732
54 H 10.68198 8.15888 5.71448  0.0380
55 H 10.16488 7.87761 7.45248  0.0192
56 H 12.49814 6.85984 5.97226  0.0028
57 H 11.73355 6.38604 7.56508  0.0027
58 H 13.97237 8.76696 5.98386  0.0015
59 H 14.64558 9.20002 7.65021  -0.0018
60 H 12.85728 10.97162 6.39613  -0.0049
61 H 12.82605 10.60192 8.15900  -0.0050

***

Computed, not measured: 3 unconnected molecules or ions with the total composition C18H18FNO11S at a distorted geometry, with ωB97M-V/def2-TZVPD.

Summary:
* SMILES: C#CCN(COCC)S(=O)(=O)F.O=C1C=C(O)C(=O)C=C1O.O=C1C=C(O)C(=O)C=C1O
* HOMO-LUMO gap: 7.8754 eV

Last column: natural (NBO) charge in e.
Atoms and positions in Å:
1 C 3.37856 4.73802 -2.88210  -0.2589
2 C 3.26373 3.49436 -2.19019  -0.0705
3 C 2.60148 2.10766 -1.53309  -0.2877
4 N 1.08895 2.11514 -1.51604  -0.6303
5 C 0.50673 3.48833 -1.26426  0.0805
6 O -0.90007 3.50120 -0.83357  -0.5425
7 C -1.24674 4.95156 -0.66561  -0.0883
8 C -0.97188 5.48916 0.87821  -0.6598
9 S 0.42573 0.88840 -0.46410  2.2726
10 O -0.81188 0.28423 -1.17202  -0.8034
11 O 0.19047 1.33525 0.99925  -0.8071
12 F 1.62401 -0.38322 -0.37965  -0.4845
13 H 3.45829 5.90541 -3.11806  0.2956
14 H 3.09877 1.96993 -0.46637  0.2514
15 H 3.01505 1.19871 -2.18676  0.2743
16 H 1.13203 4.14874 -0.50153  0.1885
17 H 0.53468 4.05906 -2.31203  0.2134
18 H -2.37604 5.16028 -0.89970  0.2188
19 H -0.61988 5.65242 -1.37438  0.1785
20 H 0.16127 5.47232 1.17933  0.2146
21 H -1.65986 4.94479 1.68230  0.2341
22 H -1.30118 6.63475 0.92833  0.2165
23 C 2.51378 -3.54012 -0.43843  -0.3527
24 C 3.67879 -3.41615 -1.07726  0.2921
25 C 4.58311 -4.58340 -1.27060  0.4706
26 O 5.63854 -4.44268 -1.87827  -0.5260
27 C 4.16646 -5.87829 -0.71000  -0.3852
28 C 3.00301 -6.00127 -0.06819  0.3647
29 C 2.08659 -4.84035 0.10082  0.4531
30 O 1.01542 -4.98862 0.67942  -0.5212
31 O 2.60651 -7.21464 0.46350  -0.6586
32 O 4.08825 -2.19668 -1.58454  -0.6493
33 H 1.84580 -2.70054 -0.29277  0.2591
34 H 4.84123 -6.71434 -0.84207  0.2454
35 H 1.73104 -7.04546 0.87512  0.5032
36 H 4.96086 -2.36726 -2.00136  0.5032
37 C -3.46313 -0.29140 0.88578  -0.3572
38 C -3.16470 -1.44460 1.48727  0.2937
39 C -4.07259 -2.04450 2.50388  0.4713
40 O -3.78079 -3.11479 3.02574  -0.5262
41 C -5.30102 -1.31190 2.84865  -0.3852
42 C -5.59754 -0.15700 2.24955  0.3629
43 C -4.70339 0.42857 1.21334  0.4531
44 O -5.01191 1.48237 0.66701  -0.5301
45 O -6.74901 0.53810 2.57075  -0.6629
46 O -1.99948 -2.12571 1.18648  -0.6388
47 H -2.81339 0.15482 0.14345  0.2672
48 H -5.94309 -1.75011 3.60195  0.2427
49 H -6.73773 1.33858 2.00189  0.5016
50 H -2.01382 -2.92911 1.75094  0.5037

***

Computed, not measured: a molecular structure, C18H18IN2NaO5, with ωB97M-V/def2-TZVPD.

Summary:
* energy relative to the best compared isomer or geometry (same formula, charge and spin): 0.0 kJ/mol
* HOMO-LUMO gap: 5.0536 eV
* charge: -2

Last column: natural (NBO) charge in e.
Atoms and positions in Å:
1 Na 0.03932 -0.13130 -0.26493  0.9138
2 O -1.61148 -0.11406 -3.87768  -0.7418
3 C -0.65432 0.08471 -3.11756  0.7828
4 O -0.57382 0.92172 -2.17002  -0.8486
5 C 0.62982 -0.74646 -3.41441  -0.3429
6 C 1.89349 -0.10303 -2.83680  0.0705
7 C 3.15210 -0.66945 -3.51324  -0.4286
8 C 3.24603 -2.07114 -2.85775  -0.4259
9 C 2.00363 -2.05527 -1.95665  0.0823
10 O 1.98132 -0.68372 -1.52051  -0.5576
11 C 0.72819 -2.19502 -2.81250  -0.3447
12 C -0.42946 -2.76390 -1.94648  0.7869
13 O -0.92518 -3.83549 -2.33219  -0.7530
14 O -0.68876 -2.13373 -0.88370  -0.8457
15 H 0.68976 -0.81484 -4.50242  0.2057
16 H 1.83718 0.97799 -2.74762  0.2200
17 H 4.02631 -0.06109 -3.27373  0.1946
18 H 3.04676 -0.70910 -4.59849  0.1963
19 H 4.15474 -2.16804 -2.26039  0.1939
20 H 3.21510 -2.88884 -3.57864  0.1980
21 H 2.03671 -2.70662 -1.08653  0.2094
22 H 0.89109 -2.91653 -3.61325  0.2049
23 N -1.79425 -0.76433 2.67831  -0.8297
24 C -0.83467 -0.44883 3.65228  0.2125
25 C -1.02008 -0.79637 4.97113  -0.3034
26 C -0.08489 -0.46278 5.96712  -0.3009
27 C 1.04795 0.22727 5.60312  -0.2092
28 C 1.25992 0.61264 4.27131  -0.1975
29 C 2.52362 1.16496 3.82629  -0.2009
30 C 2.67434 1.59702 2.57212  -0.2238
31 C 1.46511 1.65883 1.67616  -0.1418
32 N 0.46991 0.63349 1.95176  -0.7038
33 C 0.31680 0.31170 3.25073  0.1489
34 H -2.19183 -1.68465 2.79040  0.3627
35 H -1.42554 -0.66172 1.74462  0.3893
36 H -1.92521 -1.33557 5.23709  0.1830
37 H -0.25729 -0.75249 6.99703  0.1829
38 H 1.80651 0.47310 6.34159  0.1794
39 H 3.36422 1.14604 4.51533  0.1859
40 H 3.63573 1.92313 2.19354  0.1961
41 H 1.78786 1.58435 0.62994  0.1845
42 I 1.92544 4.75316 1.43529  -0.0938
43 C 0.70044 2.98009 1.82279  -0.4280
44 H 0.35201 3.11585 2.84309  0.2123
45 H -0.11607 3.05162 1.11111  0.2250

***

Computed, not measured: a molecular structure, C18H18MnN4O4S2 at a distorted geometry, with ωB97M-V/def2-TZVPD.

Summary:
* spin multiplicity: 2
* energy relative to the best compared isomer or geometry (same formula, charge and spin): 0.0 kJ/mol
* HOMO-LUMO gap (alpha / beta): 6.4383 / 6.2949 eV
* ⟨S²⟩: 0.887

Last column: Mulliken spin population.
Atoms and positions in Å:
1 Mn -0.70041 -0.75739 -0.58625  1.0734
2 C 2.38814 -3.48861 0.59031  -0.0028
3 C 3.49632 -2.99234 -0.08457  -0.0051
4 C 3.38767 -1.80329 -0.77816  0.0004
5 C 2.17045 -1.12911 -0.76535  -0.0070
6 N 1.10670 -1.60405 -0.09036  -0.0166
7 C 1.20855 -2.76987 0.55009  -0.0001
8 C 1.90549 0.12588 -1.47156  -0.0246
9 C 2.86706 0.94129 -2.05571  0.0077
10 C 2.46819 2.14521 -2.61153  -0.0176
11 C 1.13704 2.52795 -2.54355  0.0075
12 C 0.22186 1.67009 -1.94727  -0.0365
13 N 0.60848 0.47900 -1.46517  0.0016
14 C -1.20795 1.95824 -1.73862  0.0183
15 C -1.88441 3.03073 -2.30667  -0.0017
16 C -3.23445 3.17477 -2.03771  -0.0031
17 C -3.87089 2.24725 -1.22670  -0.0017
18 C -3.12890 1.19833 -0.71082  0.0054
19 N -1.82907 1.07359 -0.94601  -0.0044
20 H 2.42616 -4.42930 1.12012  -0.0003
21 H 4.42893 -3.54053 -0.08672  -0.0003
22 H 4.22466 -1.41843 -1.34179  -0.0008
23 H 0.29101 -3.12446 1.00560  -0.0006
24 H 3.90730 0.65125 -2.06092  0.0003
25 H 3.19731 2.79689 -3.07320  -0.0012
26 H 0.82034 3.48310 -2.93493  0.0007
27 H -1.37806 3.72457 -2.96211  -0.0005
28 H -3.78969 3.99514 -2.47216  -0.0002
29 H -4.92753 2.31780 -1.01410  -0.0002
30 H -3.56979 0.41081 -0.11237  -0.0009
31 C 0.85135 -0.09791 4.61254  -0.0002
32 N -0.16611 0.00071 3.58751  0.0023
33 C -1.52119 0.36989 3.96004  0.0003
34 C 0.14295 -0.08619 2.29244  0.0018
35 O -0.66409 0.13592 1.39570  0.0024
36 H 0.42981 -0.55401 5.50645  0.0000
37 H 1.25472 0.88204 4.87931  0.0000
38 H 1.66471 -0.73070 4.25953  0.0000
39 H -1.71138 0.04869 4.98162  0.0001
40 H -2.21857 -0.12235 3.28535  0.0000
41 H -1.67393 1.44916 3.89160  -0.0004
42 H 1.17910 -0.38859 2.09519  0.0021
43 O -0.58740 -2.24804 -1.91547  -0.0039
44 S -2.11233 -2.41743 -1.89796  0.0054
45 O -2.56464 -3.61930 -2.53005  -0.0010
46 O -2.66093 -1.15646 -2.38591  0.0156
47 S -2.38257 -2.35997 0.14031  -0.0138